82
Properties=species:S:1:pos:R:3:forces:R:3:lowdin_charge:R:1 method="wB97M-V/def2-TZVPD" e_homo_ev=-9.26 largest_force_ev_per_a=1.99 total_energy_ha=-2563.1686 charge=+1 lumo_ev=-3.83 e_above_lowest_kj_mol=509.9
Tl 0.614740 0.713594 -0.032571 0.006 -0.202 0.999 1.075
O -4.893460 2.352494 0.386529 -0.049 -0.082 0.125 0.050
C -4.961960 1.027194 0.070529 -0.648 0.111 -0.048 -0.235
C -6.187460 0.492394 -0.071671 0.566 0.632 0.211 -0.020
C -6.586760 -0.831206 -0.455671 -0.002 -0.715 -0.202 -0.092
C -5.869560 -1.961706 -0.502171 -0.388 0.253 -0.005 -0.049
C -4.505060 -2.191606 -0.039271 0.214 0.031 0.206 -0.121
C -3.653960 0.334494 -0.178271 0.051 -0.263 -0.188 -0.189
C -2.455960 1.090394 0.444529 0.455 0.912 0.554 -0.449
O -1.722560 0.624494 1.318729 -0.017 -0.275 0.257 0.009
N -2.226460 2.267894 -0.151371 -1.038 0.467 -0.679 0.038
N -0.988560 2.691594 -0.033971 1.175 -0.222 0.543 -0.056
C -0.650760 3.926294 -0.049171 -0.858 -0.410 -0.143 -0.067
C 0.733840 4.291494 0.125329 0.853 0.455 0.139 -0.268
C 1.080540 5.638794 0.281229 -0.156 -0.398 -0.069 -0.006
C 2.387640 5.968394 0.580729 0.164 -0.205 -0.003 -0.040
C 3.310240 4.942094 0.720729 -0.168 0.120 -0.046 -0.035
C 2.885240 3.637694 0.518129 0.349 0.156 0.114 -0.155
N 1.640940 3.306994 0.215929 -0.289 -0.024 -0.246 0.065
H -3.987060 2.685894 0.249329 -0.037 0.022 -0.067 0.065
H -6.997160 1.193294 0.083829 -0.005 0.110 0.007 0.122
H -7.627960 -0.901406 -0.743971 -0.021 -0.072 -0.060 0.103
H -6.369260 -2.856906 -0.849071 -0.064 -0.017 -0.037 0.108
H -4.081760 -3.130606 -0.379171 0.084 0.044 0.124 0.155
H -1.395960 4.717094 -0.101171 -0.092 -0.086 -0.019 0.138
H 0.321340 6.398894 0.180229 -0.090 0.062 0.012 0.117
H 2.682540 6.999094 0.710629 0.000 0.063 0.015 0.117
H 4.338940 5.140394 0.971729 0.113 0.010 0.029 0.111
H 3.589840 2.825494 0.609329 0.049 -0.073 0.009 0.026
C -1.266660 0.533494 -3.015671 -0.218 -0.158 0.023 -0.087
N -0.114360 1.326794 -2.576871 0.259 0.235 0.485 -0.072
C 1.079140 1.122494 -3.380871 0.104 0.132 -0.191 -0.130
C 1.596640 -0.253206 -3.118871 -0.038 -0.164 0.230 -0.376
N 1.396040 -0.900106 -2.001171 -0.311 0.717 0.012 0.045
C 2.040140 -2.109506 -2.130271 0.467 -0.300 -0.711 -0.266
C 2.163740 -3.187206 -1.259771 0.047 0.052 -0.026 -0.008
C 2.919840 -4.263306 -1.678671 -0.051 0.010 0.178 -0.071
C 3.555540 -4.280306 -2.922771 -0.001 0.061 -0.146 -0.073
C 3.438840 -3.226206 -3.806271 0.047 -0.033 -0.082 -0.008
C 2.666540 -2.152006 -3.396471 -0.118 -0.366 0.691 -0.190
N 2.346440 -0.957506 -3.999971 0.054 0.215 -0.177 0.186
C -2.016960 -0.003206 -1.823071 -0.352 -0.348 -0.188 -0.317
N -1.377960 -0.807206 -1.028071 0.548 0.675 -0.479 0.115
C -2.066160 -1.489406 -0.042171 -0.095 -1.188 0.816 -0.233
C -1.461760 -2.476606 0.664829 -0.108 0.721 -0.881 -0.009
C -2.098160 -3.088306 1.781629 -0.557 -0.119 0.659 -0.070
C -3.323860 -2.704006 2.195029 0.572 -0.285 0.008 -0.030
C -4.139260 -1.806206 1.402529 -0.146 0.065 -0.258 -0.099
C -3.476360 -1.125006 0.214129 -0.106 0.030 0.030 -0.186
N -3.307660 0.354394 -1.612471 0.024 -0.274 -0.233 0.187
H -1.938760 1.107494 -3.663771 0.141 -0.021 0.039 0.138
H -0.892160 -0.330106 -3.570471 -0.086 0.094 -0.020 0.136
H -0.359060 2.309494 -2.527871 0.074 -0.019 0.044 0.118
H 0.895740 1.254094 -4.458471 0.074 0.011 0.134 0.140
H 1.835540 1.851194 -3.066671 -0.089 0.026 -0.112 0.133
H 1.694840 -3.176606 -0.289171 -0.060 0.012 0.132 0.103
H 3.033040 -5.117406 -1.028771 -0.001 -0.054 0.081 0.108
H 4.147440 -5.139506 -3.197671 0.046 -0.066 -0.040 0.109
H 3.932240 -3.232606 -4.766171 0.042 -0.054 -0.092 0.115
H 2.643840 -0.653406 -4.912071 -0.064 0.011 0.008 0.174
H -0.441860 -2.733906 0.426429 0.135 -0.049 -0.107 0.093
H -1.535560 -3.811106 2.351129 0.037 -0.067 0.138 0.103
H -3.731660 -3.051506 3.131929 0.015 -0.099 0.089 0.112
H -4.914360 -1.261406 1.926429 -0.061 0.075 -0.135 0.157
H -3.764560 1.027494 -2.210771 0.135 0.000 0.074 0.163
I 3.982340 0.261994 -0.489671 0.372 -0.213 0.440 1.126
C 3.895940 -0.614706 1.445029 0.206 -0.020 -0.519 -0.560
C 4.963640 -1.396606 1.793129 -0.171 0.213 -0.301 -0.149
C 5.091840 -1.871006 3.103729 -0.142 0.042 0.316 -0.060
C 4.193740 -1.479106 4.055529 0.178 -0.081 -0.115 -0.017
C 3.079940 -0.679906 3.725529 -0.025 0.144 -0.491 -0.150
C 2.183940 -0.236306 4.721929 -0.251 0.094 0.112 -0.015
C 1.083940 0.508294 4.410229 0.248 -0.113 0.062 -0.043
C 0.787340 0.770394 3.058829 -0.082 0.039 -0.061 -0.112
C 1.649140 0.353394 2.097129 -1.111 0.475 -1.577 -0.155
C 2.862140 -0.297606 2.355229 0.197 -0.251 0.307 -0.243
H 5.726840 -1.625606 1.066429 0.065 -0.010 -0.074 0.093
H 5.929940 -2.501806 3.353529 0.078 -0.047 0.076 0.113
H 4.322440 -1.773906 5.084729 0.020 -0.056 0.153 0.120
H 2.390340 -0.500406 5.749129 0.027 -0.038 0.078 0.121
H 0.410340 0.869694 5.171129 -0.032 -0.022 0.124 0.115
H -0.136460 1.270094 2.809729 -0.087 -0.036 -0.057 0.086

82
Properties=species:S:1:pos:R:3:forces:R:3:lowdin_charge:R:1 method="wB97M-V/def2-TZVPD" e_homo_ev=-10.33 largest_force_ev_per_a=0.45 total_energy_ha=-2563.3426 charge=+1 lumo_ev=-2.71 e_above_lowest_kj_mol=53.0
Tl 0.251401 -0.190187 -0.554902 -0.274 -0.234 -0.125 1.041
O -3.207465 -2.946211 -1.547499 0.200 0.035 0.026 0.032
C -2.941956 -4.015751 -0.753949 0.065 -0.014 -0.002 -0.263
C -3.906879 -5.019592 -0.703758 -0.002 0.022 -0.015 -0.009
C -3.705497 -6.138581 0.076761 -0.002 -0.025 0.028 -0.068
C -2.539069 -6.281115 0.827126 -0.038 -0.013 -0.014 -0.081
C -1.589855 -5.283383 0.793783 0.009 0.007 0.022 -0.027
C -1.769160 -4.133435 0.015826 -0.032 0.009 -0.033 -0.087
C -0.755770 -3.051153 0.046837 -0.059 0.113 0.052 -0.436
O -0.861637 -2.113690 -0.834284 -0.186 -0.156 0.000 -0.212
N 0.132064 -3.086304 1.012251 -0.036 0.036 -0.089 0.053
N 1.017759 -2.019702 0.999703 -0.118 -0.020 0.068 -0.027
C 1.903370 -2.137677 1.911051 0.115 -0.020 0.009 -0.068
C 2.966311 -1.175416 2.219818 -0.018 0.029 -0.014 -0.263
C 3.887939 -1.535035 3.198784 0.040 0.017 0.006 -0.012
C 4.919398 -0.661126 3.501913 -0.005 -0.053 0.025 -0.046
C 4.990348 0.535676 2.814513 0.020 0.078 -0.029 -0.038
C 4.018067 0.814288 1.861429 -0.104 -0.030 -0.058 -0.109
N 3.016606 -0.010445 1.564408 0.023 0.004 0.044 0.119
H -2.369412 -2.436467 -1.604482 -0.121 0.012 0.083 0.032
H -4.799068 -4.901379 -1.305052 0.018 -0.005 0.010 0.121
H -4.460103 -6.914760 0.096014 0.014 0.004 0.001 0.109
H -2.379589 -7.166649 1.426897 0.000 0.012 -0.005 0.104
H -0.680633 -5.368659 1.372966 -0.011 0.012 -0.019 0.109
H 1.878631 -3.046098 2.510499 0.013 0.005 0.018 0.130
H 3.796766 -2.488453 3.702865 0.001 0.012 -0.011 0.117
H 5.653702 -0.915485 4.255014 -0.006 0.002 -0.013 0.116
H 5.781159 1.249953 3.001820 -0.026 -0.020 0.005 0.112
H 4.051228 1.746523 1.309736 -0.033 0.039 -0.040 0.102
C -1.248338 0.720891 2.486095 -0.019 0.047 -0.013 -0.094
N -1.395979 -0.477625 1.673750 0.050 -0.030 -0.039 -0.063
C -2.736057 -0.709661 1.152590 -0.035 0.025 -0.071 -0.098
C -2.946553 0.160318 -0.053568 0.117 0.127 0.084 -0.294
N -1.972672 0.829943 -0.619854 -0.087 -0.121 -0.172 0.094
C -2.568264 1.631360 -1.592109 -0.012 0.008 0.068 -0.278
C -2.001963 2.558066 -2.461751 -0.044 0.069 0.042 -0.054
C -2.850420 3.200489 -3.340512 0.011 -0.004 0.023 -0.074
C -4.228274 2.932415 -3.355699 -0.020 0.011 -0.022 -0.070
C -4.802228 2.024734 -2.487058 -0.011 -0.017 0.006 -0.003
C -3.940772 1.387418 -1.602463 -0.005 0.016 0.010 -0.181
N -4.149052 0.450623 -0.596029 -0.002 -0.025 0.031 0.199
C -0.065155 1.549742 2.075816 0.003 0.121 -0.048 -0.282
N 0.377264 1.636517 0.849194 0.270 -0.102 0.255 0.076
C 1.355878 2.621412 0.842035 0.017 -0.002 -0.075 -0.227
C 2.114338 3.121393 -0.213502 0.076 -0.047 0.010 0.000
C 3.004574 4.135749 0.080421 0.018 -0.037 0.021 -0.069
C 3.142576 4.633701 1.386905 0.004 0.014 0.000 -0.076
C 2.390023 4.143751 2.437813 -0.010 0.010 0.015 -0.007
C 1.487838 3.131482 2.131593 -0.006 0.015 0.033 -0.183
N 0.571569 2.415912 2.896049 -0.067 0.043 0.025 0.195
H -2.122089 1.359907 2.325814 -0.020 -0.006 0.045 0.142
H -1.208946 0.507736 3.557029 0.051 -0.041 0.023 0.137
H -1.044194 -1.306601 2.135342 -0.008 -0.004 0.009 0.110
H -2.845475 -1.760909 0.891719 0.015 -0.056 -0.055 0.121
H -3.514974 -0.483923 1.889943 -0.041 0.005 0.012 0.140
H -0.936603 2.754181 -2.456954 -0.041 0.009 0.014 0.111
H -2.449789 3.926582 -4.036069 0.002 -0.009 0.014 0.110
H -4.858504 3.456177 -4.062444 0.014 -0.011 0.013 0.109
H -5.866044 1.826814 -2.498516 0.022 0.002 0.001 0.116
H -5.020832 0.014672 -0.346530 -0.016 0.020 -0.011 0.177
H 2.015370 2.722152 -1.217156 0.005 0.030 0.038 0.109
H 3.612610 4.557899 -0.709119 -0.015 -0.011 0.014 0.111
H 3.851545 5.429737 1.572770 -0.011 -0.014 0.001 0.110
H 2.495070 4.540156 3.439346 -0.005 -0.011 -0.019 0.117
H 0.370714 2.546915 3.873177 0.019 0.019 0.004 0.173
I -1.239631 -0.565579 -3.830566 0.084 -0.058 -0.017 1.151
C 0.309355 0.827606 -4.055504 0.088 0.002 -0.079 -0.627
C 0.188960 1.684535 -5.114742 -0.032 -0.024 -0.042 -0.161
C 1.294413 2.432567 -5.565397 0.007 -0.005 0.014 -0.061
C 2.519960 2.215250 -5.011171 -0.009 0.011 -0.001 -0.025
C 2.670778 1.334347 -3.912544 0.089 0.046 -0.022 -0.168
C 3.967573 1.035100 -3.415718 -0.018 -0.004 0.027 -0.022
C 4.130656 0.173494 -2.376092 0.004 0.043 -0.046 -0.056
C 2.990707 -0.298312 -1.686302 -0.023 0.025 0.131 -0.128
C 1.720928 -0.010351 -2.108239 0.340 0.191 -0.224 -0.233
C 1.533842 0.712872 -3.329740 -0.165 -0.117 0.021 -0.255
H -0.748568 1.743613 -5.652318 0.018 0.002 0.006 0.095
H 1.174075 3.112042 -6.398317 0.003 -0.003 -0.001 0.112
H 3.402475 2.701017 -5.410147 -0.013 -0.013 0.009 0.119
H 4.822593 1.485645 -3.905826 -0.014 -0.008 0.006 0.119
H 5.119558 -0.099352 -2.030495 -0.018 0.008 0.004 0.112
H 3.144002 -0.847400 -0.767135 -0.006 0.007 0.001 0.074